[1]
Below is a gas-phase ion, C11H22NO3S2 (charge +1) in a non-equilibrium geometry, with properties calculated with the ωB97M-V functional and the def2-TZVPD basis.

Charge   +1
Multiplicity   1
Kohn-Sham gap   6.9 eV
E_LUMO   -0.1943 hartree

Cartesian coordinates (Å):
C (3.9267, 0.0229, -0.3301)
C (3.5688, 0.5332, -1.7806)
S (2.5930, 2.1019, -1.7312)
C (0.8024, 1.5996, -1.7275)
C (0.5120, 0.4514, -0.7292)
N (0.8363, 0.6579, 0.7002)
C (-0.2253, 0.8705, 1.4151)
S (0.0257, 1.0844, 3.2173)
C (-1.4659, 1.6589, 4.0929)
O (1.1994, 1.9682, 3.4544)
O (0.3586, -0.2767, 3.7306)
C (-1.4898, 0.8474, 0.5214)
C (-0.9274, -0.1397, -0.5814)
C (-1.7881, -0.4502, -1.8403)
C (-1.8496, -2.0257, -1.9774)
C (-2.6601, -2.7076, -0.8160)
O (-1.8086, -3.6839, -0.1903)
H (4.1203, 0.8957, 0.3196)
H (3.1081, -0.6197, 0.0518)
H (4.8346, -0.6031, -0.4279)
H (4.4697, 0.7077, -2.4000)
H (3.0098, -0.2939, -2.2728)
H (0.6008, 1.2290, -2.7556)
H (0.1724, 2.4969, -1.5918)
H (1.1271, -0.4158, -1.0441)
H (1.7434, 0.6489, 1.1746)
H (-2.3574, 1.2268, 3.6024)
H (-1.4108, 1.2336, 5.1159)
H (-1.4788, 2.7593, 4.1674)
H (-1.7303, 1.8457, 0.0819)
H (-2.4621, 0.5600, 0.9641)
H (-0.7347, -1.0479, 0.0382)
H (-2.8167, -0.0543, -1.7265)
H (-1.3152, -0.0267, -2.7469)
H (-2.2230, -2.3081, -2.9785)
H (-0.7961, -2.3766, -1.9077)
H (-2.8676, -1.9498, -0.0230)
H (-3.5985, -3.1704, -1.1541)
H (-1.0030, -3.2496, 0.0851)

[2]
Below is a molecular structure, C28H41BrI2NO3PRuS2, with properties calculated with the ωB97M-V functional and the def2-TZVPD basis.

Charge   +3
Multiplicity   6
ΔE to the lowest compared entry with this formula, charge and spin   31.5 kJ/mol
Kohn-Sham gap (alpha / beta)   8.2 / 6.5 eV
E_LUMO (alpha / beta)   -0.3022 / -0.3820 hartree

Cartesian coordinates (Å):
Ru (-0.0377, -0.2705, -0.1391)
O (0.1364, -0.8769, 1.9573)
S (-0.2569, -1.2817, 3.3968)
C (0.2162, 0.1780, 4.3845)
C (1.3964, 0.9666, 3.8068)
C (1.0562, 2.4404, 3.5499)
C (2.0016, 3.0761, 2.5371)
S (1.4960, 2.7617, 0.7977)
O (0.5182, 1.5723, 0.8991)
C (0.4629, 4.1666, 0.4707)
C (0.9558, 5.1160, -0.4148)
C (0.1922, 6.2466, -0.6747)
C (-1.0468, 6.4021, -0.0694)
C (-1.5337, 5.4348, 0.8056)
C (-0.7749, 4.3112, 1.0927)
C (0.9157, -2.4892, 3.9447)
C (0.3736, -3.6096, 4.5631)
C (1.2305, -4.5957, 5.0373)
C (2.5997, -4.4556, 4.8752)
C (3.1296, -3.3329, 4.2411)
C (2.2899, -2.3381, 3.7769)
H (0.3968, -0.2291, 5.3807)
H (-0.6888, 0.7857, 4.4417)
H (1.6911, 0.5159, 2.8579)
H (2.2534, 0.8975, 4.4768)
H (1.1085, 3.0111, 4.4776)
H (0.0283, 2.5335, 3.1936)
H (3.0195, 2.6949, 2.6249)
H (2.0349, 4.1626, 2.6142)
H (1.9161, 4.9801, -0.8984)
H (0.5630, 7.0004, -1.3562)
H (-1.6374, 7.2846, -0.2763)
H (-2.5012, 5.5667, 1.2724)
H (-1.1364, 3.5603, 1.7855)
H (-0.6994, -3.7124, 4.6787)
H (0.8254, -5.4702, 5.5281)
H (3.2652, -5.2225, 5.2482)
H (4.2011, -3.2366, 4.1244)
H (2.6943, -1.4584, 3.2962)
I (3.1154, -0.6438, -0.0168)
C (3.2484, -0.1742, -2.0820)
I (1.3044, -0.0965, -2.9378)
H (3.8230, -0.9450, -2.5820)
H (3.7024, 0.8033, -2.1840)
Br (-2.4943, -0.8481, -2.3648)
C (-3.1906, -0.2415, -0.7120)
C (-4.5472, -0.0260, -0.5760)
C (-5.0031, 0.4283, 0.6533)
C (-4.0905, 0.6566, 1.6752)
C (-2.7541, 0.4097, 1.4377)
N (-2.3041, -0.0497, 0.2597)
H (-5.2195, -0.2033, -1.4034)
H (-6.0596, 0.6075, 0.8056)
H (-4.4103, 1.0211, 2.6413)
H (-1.9978, 0.5916, 2.1894)
O (-0.8555, 1.7918, -1.4376)
H (-1.2854, 1.8842, -2.2978)
H (-1.0179, 2.6169, -0.9518)
C (1.6063, -3.8232, -2.5119)
C (0.1398, -3.5768, -2.1608)
P (-0.1222, -2.9280, -0.4671)
C (-1.7649, -3.4934, 0.1523)
C (-2.4460, -4.6014, -0.6504)
C (1.0752, -3.8406, 0.5621)
C (0.8554, -5.3550, 0.5813)
H (1.6894, -4.1021, -3.5616)
H (2.0270, -4.6381, -1.9251)
H (2.2320, -2.9451, -2.3478)
H (-0.4072, -4.5187, -2.2284)
H (-0.3382, -2.9009, -2.8707)
H (-2.4280, -2.6342, 0.2385)
H (-1.5742, -3.8279, 1.1766)
H (-2.6757, -4.2808, -1.6670)
H (-3.3859, -4.8679, -0.1680)
H (-1.8398, -5.5048, -0.7060)
H (0.9860, -3.4449, 1.5728)
H (2.0801, -3.5875, 0.2221)
H (-0.1231, -5.6142, 0.9866)
H (1.6035, -5.8204, 1.2225)
H (0.9439, -5.8063, -0.4067)

[3]
Below is C5H7N3 in the gas phase in a non-equilibrium geometry, with properties calculated with the ωB97M-V functional and the def2-TZVPD basis.

Charge   0
Multiplicity   1
ΔE to the lowest compared entry with this formula, charge and spin   492.6 kJ/mol
Kohn-Sham gap   8.0 eV
E_LUMO   -0.0014 hartree

Cartesian coordinates (Å):
C (-3.1979, -0.0985, 0.1303)
N (-1.9077, 0.4783, -0.0416)
N (-0.9754, -0.4981, -0.0367)
C (0.2523, -0.1746, -0.1583)
C (1.1495, -1.1801, -0.0539)
C (2.4882, -0.6107, 0.0919)
C (2.1812, 0.7967, 0.0453)
N (0.8306, 1.0765, -0.1089)
H (-4.0935, 0.6876, -0.3445)
H (-3.2200, -0.9847, -0.6390)
H (-3.2376, -0.1729, 1.2728)
H (0.7855, -2.2828, -0.0232)
H (3.5856, -0.8968, 0.4138)
H (2.7194, 1.7625, -0.0067)
H (0.5884, 2.0924, 0.3058)

[4]
Below is C4H5N3S in the gas phase in a non-equilibrium geometry, with properties calculated with the ωB97M-V functional and the def2-TZVPD basis.

Charge   0
Multiplicity   1
ΔE to the lowest compared entry with this formula, charge and spin   257.8 kJ/mol
Kohn-Sham gap   8.6 eV
E_LUMO   0.0224 hartree

Cartesian coordinates (Å):
S (1.6609, -2.1951, 1.5381)
C (0.4729, -1.4468, 0.6802)
N (-0.8066, -1.8550, 0.3957)
N (-1.5572, -1.0289, -0.4052)
C (-0.6837, -0.0273, -0.6000)
N (0.5035, -0.2307, 0.0357)
C (0.8852, 1.2297, 0.0336)
C (-0.3815, 1.4391, -0.7998)
H (-1.0490, -2.7148, 0.8400)
H (0.7018, 1.5390, 1.1224)
H (1.8416, 1.5624, -0.6079)
H (-0.3462, 1.7649, -1.8649)
H (-1.2418, 1.9633, -0.3679)

[5]
Below is C4H10N2O in the gas phase, with properties calculated with the ωB97M-V functional and the def2-TZVPD basis.

Charge   0
Multiplicity   1
ΔE to the lowest compared entry with this formula, charge and spin   173.1 kJ/mol
Kohn-Sham gap   8.6 eV
E_LUMO   0.0300 hartree

Cartesian coordinates (Å):
C (1.2086, -1.1636, -1.1237)
C (0.9017, 0.1201, -0.9341)
N (0.8697, 1.0449, -1.9841)
N (0.6926, 0.7220, 0.3090)
C (0.1184, -0.0501, 1.3852)
C (-1.3282, -0.4788, 1.0874)
O (-2.1507, 0.6279, 0.7982)
H (1.4175, -1.5360, -2.1106)
H (1.3473, -1.8503, -0.3108)
H (0.9964, 0.6091, -2.8897)
H (0.0671, 1.6653, -1.9756)
H (0.2406, 1.6208, 0.2051)
H (0.7315, -0.9361, 1.5544)
H (0.1490, 0.5639, 2.2899)
H (-1.7306, -1.0615, 1.9256)
H (-1.3466, -1.0960, 0.1919)
H (-2.1842, 1.1983, 1.5818)

[6]
Below is 2 unconnected molecules or ions with the total composition C7H13Cl2NO in a non-equilibrium geometry, with properties calculated with the ωB97M-V functional and the def2-TZVPD basis.

Charge   0
Multiplicity   1
Kohn-Sham gap   10.4 eV
E_LUMO   0.0269 hartree

Cartesian coordinates (Å):
N (-1.6790, -3.7049, 0.3915)
C (-0.2482, -3.8058, 0.4561)
C (0.2805, -3.1326, 1.8648)
Cl (2.0016, -3.1497, 1.6705)
C (-0.4739, -1.7715, 2.1975)
O (-0.0764, -1.2789, 3.4472)
H (-1.9829, -4.4571, 1.1001)
H (-1.9155, -3.8655, -0.6488)
H (0.3887, -3.1930, -0.3721)
H (0.2653, -4.7472, 0.4103)
H (0.2679, -3.7183, 2.7656)
H (-0.4856, -0.8358, 1.5292)
H (-1.5055, -2.0531, 2.4365)
H (0.8136, -1.0239, 3.5521)
C (-0.0603, 2.4929, -0.6073)
C (0.0982, 3.1341, -1.6072)
C (0.1684, 3.9473, -2.7832)
C (1.0740, 5.0540, -2.4540)
Cl (-1.3797, 4.5827, -3.0742)
H (-0.2304, 1.9651, 0.2332)
H (0.4601, 3.4922, -3.7024)
H (2.0031, 4.5530, -1.9649)
H (1.4091, 5.7736, -3.1910)
H (0.8070, 5.7424, -1.6494)

Number 1: DFT total energy -1508.82875 Eh. Number 2: DFT total energy -5773.04357 Eh. Number 3: DFT total energy -358.83074 Eh. Number 4: DFT total energy -717.79546 Eh. Number 5: DFT total energy -343.13553 Eh. Number 6: DFT total energy -1324.74315 Eh.